(1)
Formula: C19H54O11
Source: OMol25
Level of theory: ωB97M-V with the def2-TZVPD basis set

Summary:
**SMILES string**: CC(C)O.CC(C)O.CC(C)O.OCCO.OCCO.OCCO.CCO.CCO
**LUMO energy**: 0.52 eV
**HOMO**: -9.7 eV
**Gap between HOMO and LUMO**: 0.37583 Ha
**ΔE to the lowest compared entry with this formula, charge and spin**: 23.6 kcal per mole

CARTESIAN COORDINATES (ANGSTROEM)
O: 9.24752 10.46154 12.42479
H: 13.30724 13.11693 11.16911
H: 10.19175 7.22354 14.39912
H: 11.11657 14.05730 8.36778
H: 13.39004 8.29913 6.81318
H: 12.69634 13.42514 8.51655
O: 6.51251 11.43791 13.30896
H: 14.14882 10.64853 8.13659
O: 16.96912 10.37408 15.77281
O: 15.96686 7.53779 15.88054
H: 11.61329 11.28124 9.34637
O: 13.08842 7.42918 9.16851
H: 17.06513 7.77146 11.56021
H: 20.24185 6.48022 11.67768
C: 18.54983 7.10680 10.52695
C: 6.71918 10.33989 12.35046
H: 7.96320 8.78216 12.10746
C: 10.83712 6.88025 11.74665
H: 15.37575 10.90940 10.28991
H: 5.95243 9.57143 12.57261
H: 19.56164 16.09188 11.19573
C: 19.01982 15.14910 11.08844
C: 11.67630 13.12606 8.32552
H: 11.91789 9.41375 12.55550
H: 9.82213 9.97479 13.06431
C: 18.24914 8.11258 9.46248
O: 14.21929 12.82777 11.23341
C: 12.54682 8.52199 12.53571
H: 10.30183 5.92280 11.92065
C: 11.02681 12.18064 9.33418
H: 13.30188 11.03450 11.55132
H: 18.68695 7.93781 8.51173
H: 16.32643 11.17004 11.87486
C: 17.53937 15.24839 11.37566
H: 17.87030 10.64054 15.85430
H: 18.13396 6.09843 10.40702
O: 18.00000 7.63238 11.72020
H: 10.16897 7.68315 11.29327
C: 8.00384 9.68858 12.62059
H: 17.29956 15.44768 12.43121
H: 15.56918 9.75315 14.40695
H: 13.33918 8.65530 13.24594
H: 16.02887 14.01361 11.31243
C: 11.61775 7.37160 12.95305
H: 14.87750 6.90752 8.34447
C: 9.62039 11.94476 8.81527
H: 7.32784 11.93985 13.48794
H: 6.67155 10.66001 11.29202
H: 19.16166 14.86717 10.06867
C: 16.78526 8.12328 14.88406
H: 9.76756 11.56282 7.78895
H: 17.87506 7.88883 15.01922
H: 15.97099 8.15952 16.61363
H: 12.50563 8.23956 9.17757
H: 7.94196 9.50567 13.71810
C: 20.09169 7.01993 10.73516
H: 12.28536 6.58894 13.27932
C: 14.20485 11.55166 11.82310
C: 14.09607 8.77056 7.48785
H: 17.25795 9.96611 13.77225
O: 16.94818 14.05832 10.98700
H: 15.08027 8.87747 7.04112
C: 16.62412 9.62952 14.57714
H: 20.55941 8.00118 10.76409
O: 11.07012 12.81638 10.59657
H: 14.23392 11.68393 12.93242
H: 20.51347 6.38332 9.89951
H: 14.97432 8.38029 9.29856
H: 10.52670 12.34330 11.20326
H: 15.28455 9.77942 11.63646
C: 14.33380 7.80040 8.61636
H: 12.82146 8.33327 11.48849
H: 11.61560 12.70474 7.32376
C: 15.39655 10.81020 11.36489
O: 13.48918 9.95224 8.01703
H: 9.09969 11.08763 9.15898
O: 10.87737 7.86635 14.05722
H: 8.97000 12.83504 8.65601
H: 17.14058 16.10253 10.79011
H: 16.52564 7.62710 13.94865
H: 11.50749 6.65619 10.95449
H: 18.53819 9.10534 9.77579
H: 17.19587 8.09768 9.11777
H: 19.48436 14.37714 11.74964

Löwdin atomic charge list, values in e, 8 entries: atom 1 (O): -0.09, atom 2 (H): 0.06, atom 3 (H): 0.13, atom 4 (H): 0.08, atom 5 (H): 0.12, atom 6 (H): 0.07, atom 7 (O): -0.09, atom 8 (H): 0.09

***

(2)
Formula: C7H6Br3NO2
Source: OMol25
Level of theory: ωB97M-V with the def2-TZVPD basis set

Summary:
**LUMO energy**: -0.36 eV
**HOMO**: -10.1 eV
**Gap between HOMO and LUMO**: 0.35942 Ha
**ΔE to the lowest compared entry with this formula, charge and spin**: 0.7 kcal per mole

CARTESIAN COORDINATES (ANGSTROEM)
H: 1.52588 1.27433 0.84167
C: -2.80115 0.90592 3.72852
C: 2.00097 0.20227 -0.96017
H: -0.25905 -1.47043 -2.86144
Br: -2.23262 -0.80279 3.03843
H: -3.82880 1.00751 3.41681
C: 1.46577 -0.59452 -1.95982
O: 1.92449 -2.09835 -3.64334
C: 1.16128 0.63997 0.04406
H: 3.04939 0.45954 -0.98125
O: 3.55689 -0.90890 -2.89458
H: -0.81773 0.70286 0.81310
C: 0.12512 -0.88894 -2.03769
Br: -2.76215 0.97880 5.64367
H: -1.78604 -0.53531 -1.15418
C: -0.72330 -0.33673 -1.08797
Br: -1.78364 2.35671 2.97567
C: -0.20052 0.34721 -0.00136
N: 2.38521 -1.23913 -2.92012

Löwdin atomic charge list, values in e, 8 entries: atom 1 (H): 0.11, atom 2 (C): -1.64, atom 3 (C): 0.00, atom 4 (H): 0.12, atom 5 (Br): 0.59, atom 6 (H): -0.03, atom 7 (C): -0.15, atom 8 (O): 0.08

***

(3)
Formula: C4H8O2
Source: OMol25
Level of theory: ωB97M-V with the def2-TZVPD basis set

Summary:
**LUMO energy**: 0.76 eV
**HOMO**: -9.2 eV
**Gap between HOMO and LUMO**: 0.36703 Ha
**ΔE to the lowest compared entry with this formula, charge and spin**: 86.7 kcal per mole

CARTESIAN COORDINATES (ANGSTROEM)
C: 0.14921 0.34218 0.83008
H: 1.81285 1.38598 -0.65183
H: -2.93777 -0.24037 0.11336
C: -0.84306 0.07686 -0.16464
H: -1.92118 -1.41418 0.97780
O: 1.36918 -0.25560 0.51905
H: -0.09344 0.10601 1.87465
H: -0.55536 0.27260 -1.18644
H: -2.13093 -1.52204 -0.78761
H: 3.15343 0.32054 -0.12435
O: -0.19128 1.60911 0.48754
C: -2.02569 -0.82070 0.05999
C: 2.12945 0.34743 -0.49713
H: 2.08460 -0.20783 -1.45048

Löwdin atomic charge list, values in e, 8 entries: atom 1 (C): -0.54, atom 2 (H): 0.09, atom 3 (H): 0.08, atom 4 (C): -0.04, atom 5 (H): 0.09, atom 6 (O): -0.11, atom 7 (H): 0.17, atom 8 (H): 0.13

***

(4)
Formula: C24H23ClN2OPSc
Source: OMol25
Level of theory: ωB97M-V with the def2-TZVPD basis set

Summary:
**LUMO energy**: -7.83 eV
**HOMO**: -14.3 eV
**Gap between HOMO and LUMO**: 0.23948 Ha
**ΔE to the lowest compared entry with this formula, charge and spin**: 6.0 kcal per mole
**Net charge**: +2

CARTESIAN COORDINATES (ANGSTROEM)
C: 2.97355 1.03367 3.08537
O: -5.30597 -0.21534 2.55876
C: 0.55392 2.87830 -2.26382
Cl: -1.50122 -3.22952 0.85410
C: 2.86862 2.10291 -2.24534
C: -5.78172 0.30146 1.54545
H: 1.37888 3.81616 3.11135
H: -7.55376 0.77114 0.48967
C: 2.50410 1.06027 -1.39343
C: -3.02585 0.33864 -1.63338
H: 2.22417 -2.00752 4.43018
H: -4.55456 0.92000 -2.99394
H: 2.15211 3.78653 -3.39303
C: 1.54205 -1.30091 2.53056
C: 0.18278 1.81482 -1.44562
C: -3.48693 0.45636 0.67509
H: 0.95939 -2.20521 2.30952
H: 3.24430 0.32694 -1.06386
N: -2.66648 0.01964 -0.35367
C: 3.03368 -2.32451 -0.32245
C: 1.43881 -2.22842 -2.14187
C: 1.87999 2.98861 -2.70298
C: 1.85155 -1.79578 -0.86632
P: 0.75379 -0.55859 -0.02807
C: -4.32013 0.72607 -1.94745
Sc: -1.48633 -0.95933 1.09459
C: -5.25460 0.82925 -0.91632
H: 4.65326 -3.75201 -0.57518
H: -7.73005 0.20347 2.13919
H: 3.42398 -1.94617 0.62138
C: 1.59666 -0.26077 1.58685
H: -0.85968 1.65791 -1.15607
H: -0.20007 3.61155 -2.56137
H: 3.58921 0.01432 4.90229
H: -3.02538 0.49797 1.71177
H: 1.69523 -3.68083 -3.73346
C: 3.72315 -3.34720 -0.98945
N: -7.13308 0.49695 1.37550
C: 2.22267 0.95384 1.90893
H: -2.20706 0.24660 -2.34714
H: 0.58853 -1.73618 -2.61386
H: 3.56000 1.92522 3.30505
C: 2.99016 -0.03249 3.99196
H: 1.18311 4.15763 2.47135
C: 2.07888 -3.28904 -2.78292
H: 3.91421 2.21015 -2.54059
H: 3.73329 -4.66680 -2.70190
C: 2.24845 -1.18152 3.72410
C: 1.16535 0.90484 -1.02233
H: 2.10342 1.82537 1.25769
C: 3.22732 -3.84260 -2.20129
H: -6.29737 1.00614 -1.15544
C: -4.84832 0.67803 0.41187

Löwdin atomic charge list, values in e, 8 entries: atom 1 (C): -0.05, atom 2 (O): 0.07, atom 3 (C): -0.06, atom 4 (Cl): 0.13, atom 5 (C): -0.03, atom 6 (C): -0.45, atom 7 (H): 0.02, atom 8 (H): 0.11

***

(5)
Formula: C6H10O
Source: OMol25
Level of theory: ωB97M-V with the def2-TZVPD basis set

Summary:
**SMILES string**: C1=CCCOCC1
**LUMO energy**: 1.12 eV
**HOMO**: -8.4 eV
**Gap between HOMO and LUMO**: 0.35152 Ha
**ΔE to the lowest compared entry with this formula, charge and spin**: 52.2 kcal per mole

CARTESIAN COORDINATES (ANGSTROEM)
H: -1.36976 1.15272 -0.86893
H: -1.45980 0.10109 2.00806
C: 1.61000 0.42826 0.53482
C: 1.23507 -0.08032 -0.86749
H: -0.56426 1.57993 1.47018
H: 0.68389 -2.13123 -0.23973
O: 0.55050 -0.11078 1.36043
C: -1.08040 -1.00525 -0.42484
H: 2.05808 -0.48433 -1.47443
H: -1.70548 -1.82102 -0.06890
C: -0.84002 0.56574 1.22567
C: 0.24632 -1.17307 -0.49285
H: 1.64388 1.51632 0.66895
H: 2.60740 0.05211 0.84628
C: -1.60310 0.37206 -0.13191
H: 0.75069 0.69742 -1.46598
H: -2.70860 0.37375 -0.04297

Löwdin atomic charge list, values in e, 8 entries: atom 1 (H): 0.10, atom 2 (H): 0.12, atom 3 (C): -0.19, atom 4 (C): -0.14, atom 5 (H): 0.10, atom 6 (H): 0.11, atom 7 (O): -0.23, atom 8 (C): -0.14